[1]
This record from the Open Molecules 2025 dataset describes a single C19H26N2O5 molecule. The level of theory is the ωB97M-V functional and the def2-TZVPD basis.

Geometry as ORCA input:
```
! RIJCOSX wB97M-V def2-TZVPD def2/J DEFGRID3
* xyz 0 1
C 3.07 1.02 4.41
C 2.80 -0.43 4.05
C 1.37 -0.69 3.57
O 1.13 -0.16 2.27
C 0.71 1.12 2.08
C 0.16 1.94 3.06
C -0.28 3.21 2.75
C -0.19 3.69 1.45
C 0.36 2.88 0.47
C 0.81 1.60 0.76
C 1.40 0.74 -0.34
N 2.74 0.30 -0.02
C 3.06 -0.91 0.47
O 4.12 -1.18 0.99
N 2.10 -1.89 0.28
C 0.87 -1.69 -0.28
C 0.05 -2.92 -0.47
C 0.49 -0.44 -0.63
C -0.75 -0.05 -1.28
O -0.97 1.07 -1.69
O -1.66 -1.05 -1.39
C -2.89 -0.71 -2.02
C -2.75 -0.72 -3.55
O -3.95 -0.48 -4.22
C -4.86 -1.57 -4.24
C -5.97 -1.24 -5.23
H 4.10 1.13 4.74
H 2.42 1.35 5.22
H 2.92 1.67 3.55
H 3.49 -0.74 3.26
H 2.98 -1.07 4.92
H 0.64 -0.32 4.30
H 1.22 -1.77 3.45
H 0.07 1.60 4.08
H -0.71 3.83 3.53
H -0.54 4.68 1.21
H 0.43 3.24 -0.54
H 1.45 1.36 -1.25
H 3.41 1.03 0.18
H 2.36 -2.81 0.60
H -0.85 -2.87 0.14
H 0.61 -3.81 -0.19
H -0.27 -3.01 -1.50
H -3.22 0.28 -1.69
H -3.60 -1.48 -1.69
H -2.30 -1.67 -3.86
H -2.08 0.10 -3.84
H -5.29 -1.74 -3.25
H -4.33 -2.48 -4.55
H -6.48 -0.33 -4.92
H -6.69 -2.05 -5.27
H -5.55 -1.08 -6.22
*
```

Results
**SMILES**: CCCOc1ccccc1[C@H]1NC(=O)NC(C)=C1C(=O)OCCOCC
**Energy above the lowest of the compared OMol25 structures with the same formula, charge and spin**: 146.29 kJ/mol
**Energy**: -33343.355 eV
**Molecular weight**: 362.43 g mol⁻¹
**Orbital gap**: 0.333 Ha



[2]
This record from the Open Molecules 2025 dataset describes a molecular structure, C31H28F6N3O6P2S2W. The level of theory is the ωB97M-V functional and the def2-TZVPD basis.

Geometry as ORCA input:
```
! RIJCOSX wB97M-V def2-TZVPD def2/J DEFGRID3
* xyz 3 3
W -0.07 0.31 0.45
F -5.58 -0.63 0.27
C -4.44 -0.49 0.88
F -4.47 -0.97 2.11
F -4.06 0.79 0.92
S -3.11 -1.42 -0.03
O -1.85 -1.06 0.69
O -3.44 -2.78 -0.09
N -3.06 -0.67 -1.47
S -1.81 0.19 -1.64
O -0.48 -0.46 -1.59
O -1.68 1.23 -0.55
C -2.12 1.09 -3.27
F -1.07 1.88 -3.44
F -3.21 1.79 -3.10
F -2.22 0.21 -4.21
O 0.32 -1.19 1.73
P 0.73 -1.06 3.22
C 2.53 -0.85 3.21
P 2.98 0.50 2.06
O 1.89 0.57 0.96
C 3.00 2.04 2.95
C 2.30 3.14 2.45
C 2.39 4.36 3.10
C 3.17 4.48 4.24
C 3.88 3.39 4.73
C 3.80 2.17 4.08
C 4.56 0.13 1.36
C 4.95 0.85 0.23
C 6.22 0.66 -0.30
C 7.09 -0.24 0.32
C 6.71 -0.94 1.45
C 5.44 -0.76 1.98
C 0.25 -2.41 4.22
C 0.85 -3.66 4.03
C 0.44 -4.73 4.80
C -0.56 -4.55 5.76
C -1.16 -3.31 5.95
C -0.76 -2.23 5.18
C 0.05 0.54 3.71
C -0.78 1.19 2.77
C -1.22 2.49 3.00
C -0.82 3.15 4.15
C -0.01 2.51 5.08
C 0.43 1.21 4.86
H 2.97 -1.78 2.86
H 2.89 -0.66 4.23
H 1.70 3.03 1.55
H 1.86 5.22 2.71
H 3.24 5.44 4.74
H 4.50 3.50 5.61
H 4.39 1.33 4.45
H 4.27 1.55 -0.24
H 6.53 1.20 -1.17
H 8.08 -0.38 -0.09
H 7.40 -1.62 1.92
H 5.16 -1.31 2.87
H 1.62 -3.81 3.28
H 0.89 -5.70 4.66
H -0.87 -5.39 6.36
H -1.93 -3.19 6.69
H -1.23 -1.27 5.32
H -1.38 0.59 2.08
H -1.91 2.95 2.31
H -1.17 4.16 4.35
H 0.27 3.02 5.99
H 1.07 0.73 5.60
C -0.31 3.98 -0.43
C 0.59 3.05 -1.16
N 0.84 1.77 -0.90
C 1.83 1.35 -1.80
C 2.13 2.38 -2.61
N 1.35 3.43 -2.19
H -1.02 3.44 0.19
H -0.88 4.59 -1.13
H 0.27 4.66 0.20
H 2.21 0.34 -1.81
H 2.81 2.45 -3.44
H 1.36 4.36 -2.58
*
```

Results
**Energy above the lowest of the compared OMol25 structures with the same formula, charge and spin**: 0.00 kJ/mol
**Energy**: -107711.665 eV
**⟨S²⟩**: 2.01
**Molecular weight**: 962.49 g mol⁻¹
**Orbital gap (alpha / beta)**: 0.264 / 0.265 Ha



[3]
This record from the Open Molecules 2025 dataset describes 7 unconnected molecules or ions with the total composition C7H12Cl16. The level of theory is the ωB97M-V functional and the def2-TZVPD basis.

Geometry as ORCA input:
```
! RIJCOSX wB97M-V def2-TZVPD def2/J DEFGRID3
* xyz 0 1
Cl -0.05 -4.16 4.04
C -0.69 -3.46 2.53
Cl 0.38 -2.09 2.04
Cl -2.43 -2.98 2.67
H -0.61 -4.27 1.81
Cl -2.34 0.62 4.27
C -0.80 1.37 3.71
Cl 0.52 1.08 4.84
Cl -1.03 3.11 3.54
H -0.49 0.92 2.76
Cl -1.14 4.45 -2.61
C -1.94 2.84 -2.23
Cl -3.67 2.75 -2.68
H -1.49 2.12 -2.93
H -1.72 2.43 -1.24
Cl 0.82 2.54 -4.99
C 1.64 1.13 -5.75
Cl 0.59 0.41 -6.95
H 2.55 1.42 -6.28
H 1.88 0.39 -4.99
Cl 3.66 -2.78 0.90
C 4.69 -2.06 2.20
Cl 4.71 -0.33 2.03
H 4.38 -2.34 3.21
H 5.67 -2.52 2.16
Cl 1.67 -0.09 -2.32
C 1.04 -0.30 -0.72
Cl 0.54 1.18 -0.01
H 0.21 -1.00 -0.74
H 1.89 -0.68 -0.14
Cl -3.39 1.72 0.81
C -3.79 0.01 0.42
Cl -2.51 -0.83 -0.48
H -4.02 -0.60 1.29
H -4.71 -0.01 -0.17
*
```

Results
**SMILES**: ClC(Cl)Cl.ClC(Cl)Cl.ClCCl.ClCCl.ClCCl.ClCCl.ClCCl
**Energy above the lowest of the compared OMol25 structures with the same formula, charge and spin**: 35.39 kJ/mol
**Energy**: -207812.008 eV
**Molecular weight**: 663.42 g mol⁻¹
**Orbital gap**: 0.394 Ha



[4]
This record from the Open Molecules 2025 dataset describes a molecular structure, C9H16MoOP. The level of theory is the ωB97M-V functional and the def2-TZVPD basis.

Geometry as ORCA input:
```
! RIJCOSX wB97M-V def2-TZVPD def2/J DEFGRID3
* xyz 1 3
C -2.05 -0.96 1.11
C -2.82 -1.76 0.24
C -2.91 -1.53 -1.14
C -2.00 -0.70 -1.82
C -0.94 -0.01 -1.19
Mo -0.50 -1.39 0.08
P 0.76 -0.31 1.90
H -2.32 -0.75 2.15
H -3.52 -2.45 0.75
H -3.74 -1.99 -1.67
H -0.47 0.85 -1.63
H -2.16 -0.55 -2.89
H 2.13 -0.77 2.01
H 0.32 -0.76 3.20
H 0.94 1.08 2.28
C 3.98 2.22 -0.29
C 3.15 3.15 -1.20
C 1.78 2.45 -1.20
O 1.96 1.03 -0.95
C 3.33 0.83 -0.52
H 5.05 2.21 -0.50
H 3.88 2.55 0.76
H 3.61 3.17 -2.19
H 3.09 4.18 -0.83
H 1.17 2.83 -0.36
H 1.23 2.59 -2.14
H 3.91 0.27 -1.28
H 3.32 0.21 0.39
*
```

Results
**Energy**: -22772.395 eV
**⟨S²⟩**: 2.04
**Molecular weight**: 267.14 g mol⁻¹
**Orbital gap (alpha / beta)**: 0.258 / 0.307 Ha



Which formula does entry 3 have?
C7H12Cl16



Which of these has the highest molecular weight?
C31H28F6N3O6P2S2W



Which of these has the highest energy?
C9H16MoOP



The highest molecular weight belongs to which entry?
C31H28F6N3O6P2S2W